No. 1
C6H7Cl | the ωB97M-V functional and the def2-TZVPD basis

```
14
Properties=species:S:1:pos:R:3:forces:R:3:nbo_charge:R:1
C 0.932827 0.567288 -0.584933 0.0750 -0.0291 -0.1372 -0.473
C 0.879344 -0.898004 -0.123453 0.0035 0.0116 0.1089 -0.418
C -0.096713 1.267059 0.220115 0.3942 -0.0262 0.0528 -0.033
C -0.462717 -0.993208 0.580309 -0.0929 -0.0302 -0.6980 -0.256
C -0.903220 0.426335 0.987220 -0.1310 0.7053 0.4581 -0.284
C -1.601563 -0.373907 -0.104059 0.0264 -0.9575 0.1981 -0.110
Cl -1.701215 -0.197914 -1.812291 -0.1297 0.0350 -0.3308 -0.007
H 1.912660 1.016430 -0.413585 0.0653 0.0213 -0.0026 0.236
H 0.725166 0.660436 -1.660597 0.0495 0.0739 0.0112 0.223
H 0.933191 -1.589710 -0.964668 0.0211 -0.0062 0.0094 0.223
H 1.693582 -1.127166 0.565934 0.0129 -0.0071 -0.0509 0.213
H -0.227580 2.335378 0.153344 -0.0855 0.1551 0.0418 0.211
H -0.634876 -1.794820 1.282408 -0.2069 0.0160 0.1774 0.240
H -1.448888 0.701801 1.874257 -0.0020 0.0383 0.1618 0.235
```
Positions in Å, forces in eV/Å.

For the HOMO energy (alpha / beta), the calculation gives -7.772 / -7.462 eV. The calculation puts the LUMO energy (alpha / beta) at 0.32 / 0.05 eV.

No. 2
C6H7Cl2NO4RuTm | the ωB97M-V functional and the def2-TZVPD basis

```
22
Properties=species:S:1:pos:R:3:forces:R:3:lowdin_spin:R:1
Ru 0.723698 0.207842 -5.136882 -3.9574 -0.5788 0.1186 2.094
Tm -0.205480 1.739343 -0.456139 -1.1666 3.3207 0.1749 2.025
Cl -1.033401 -1.181197 -4.430926 -0.5546 -0.1258 -0.5866 0.974
Cl -1.794249 3.491252 -0.056421 0.9226 -1.1993 -0.1161 -0.005
C 0.650972 0.863577 -3.469214 -0.3450 1.1421 4.1280 0.236
C 1.925718 -1.200664 -5.098081 6.3989 -8.0654 -0.1757 0.137
C 1.742717 1.484697 -6.056621 4.4855 7.1121 -6.4099 0.161
O 0.541127 1.235881 -2.330211 0.6531 -0.6718 -3.0327 0.071
O 2.662114 -2.104998 -5.098875 -3.3889 4.3448 0.0771 0.122
O 2.353642 2.279817 -6.655226 -2.6426 -3.8452 3.2219 0.193
C -0.445159 -1.858118 2.734352 -0.1625 -0.0166 1.2250 0.081
N -0.646909 -0.462535 3.132908 -0.0414 -2.5143 2.0722 0.379
C -0.881147 -0.108085 4.538877 0.1128 -1.3180 -0.5067 0.110
C -0.578811 0.493563 2.243732 0.9968 2.3777 -4.3229 0.083
O -0.197059 0.281086 1.017006 -1.1384 -0.8307 4.3483 0.170
H -0.515640 -2.445586 3.652107 0.0775 -0.1216 -0.2966 0.001
H 0.539767 -1.993235 2.263804 -0.0136 0.1525 -0.1553 0.037
H -1.229190 -2.183087 2.034430 -0.0129 0.1604 -0.1878 0.037
H -0.080265 0.561821 4.882999 0.0929 0.3991 0.0419 0.049
H -1.847926 0.405383 4.647163 -0.1486 0.3554 -0.0481 0.046
H -0.870774 -1.037807 5.109635 -0.0509 0.2521 0.1030 0.002
H -0.813753 1.531056 2.531589 -0.1166 -0.3297 0.3275 -0.002
```
Positions in Å, forces in eV/Å.

For the HOMO energy (alpha / beta), the calculation gives -21.708 / -23.858 eV. As for the net charge: +4. Its expectation value of S² is 15.7852. The multiplicity is 8. The calculation puts the LUMO energy (alpha / beta) at -14.96 / -19.36 eV.

No. 3
C6H7Cl2NSi | the ωB97M-V functional and the def2-TZVPD basis

```
17
Properties=species:S:1:pos:R:3:forces:R:3:nbo_charge:R:1
C 0.192788 -0.587465 2.688854 0.5947 -0.1243 0.8303 -0.149
C -0.928196 0.218205 2.500681 1.4759 0.2432 -0.8520 -0.226
C 0.995659 -0.777625 1.566237 1.1823 -0.0112 1.3106 -0.230
C -1.145248 0.904374 1.309973 4.4613 -2.5071 -0.7608 -0.154
C 0.828350 -0.110564 0.390921 -2.1122 1.4124 -0.7495 -0.171
C -0.207962 0.820271 0.213051 -2.3303 -0.4918 0.6948 -0.530
N 0.301318 1.362836 -2.846384 -3.0878 0.5666 0.4551 -1.416
Si -0.643363 1.405327 -1.544331 1.9621 -0.5777 0.8292 1.805
Cl -0.381356 -1.097436 -4.427183 0.2155 0.7480 0.2518 -0.429
Cl -2.503864 2.070285 -1.626619 -0.6111 0.2119 -0.1814 -0.317
H 0.533487 -1.002933 3.712917 -0.9204 0.6284 -1.9240 0.231
H -1.550421 0.552255 3.266898 -1.0399 -0.2304 1.4831 0.213
H 1.947099 -1.258189 1.666169 0.1488 -0.8799 0.1493 0.219
H -2.006090 1.389966 1.360528 -3.4612 2.7172 -0.7404 0.206
H 1.329878 -0.318028 -0.504579 1.5320 -0.4715 -0.7333 0.220
H 1.236927 1.134208 -2.871157 2.4083 -0.4665 0.2353 0.399
H -0.075153 0.147499 -3.860054 -0.4180 -0.7675 -0.2980 0.329
```
Positions in Å, forces in eV/Å.

For the HOMO energy, the calculation gives -9.849 eV. As for the SMILES: [H]/N=[Si](/Cl)c1ccccc1.Cl. The calculation puts the LUMO energy at -0.60 eV.

No. 4
C6H7ClF2S | the ωB97M-V functional and the def2-TZVPD basis

```
17
Properties=species:S:1:pos:R:3:forces:R:3:nbo_charge:R:1
C -0.602177 -0.477825 1.188986 -4.4651 -3.5841 3.1845 0.088
C -1.515490 -0.654744 2.154211 -1.1254 0.7344 -0.0276 0.284
C 0.645869 -0.896185 -2.487094 -0.1368 -1.8170 -0.2351 -0.360
C 0.104034 -0.112360 -1.571501 0.5858 -0.1609 -0.6333 -0.231
C 0.979021 0.667849 -0.723475 0.4205 1.4061 1.8993 -0.362
C 0.597754 1.269102 0.622905 2.2244 4.6677 -3.8550 -0.436
H -0.803005 -0.711874 0.192370 -0.3725 -0.3863 -0.8481 0.221
H 0.055751 -1.560606 -3.107819 -0.3322 0.2973 -0.0817 0.199
H 1.695184 -1.194931 -2.526824 -0.0178 0.8532 0.0578 0.198
H -0.957439 -0.056651 -1.428723 -0.4311 0.4124 -0.5090 0.208
H 1.989217 0.327912 -0.660545 0.6353 -0.1803 -0.5007 0.225
H -0.369165 1.087066 0.933192 -1.9446 2.3327 -0.0813 0.191
H 1.352934 1.320405 1.373259 0.5093 1.0791 -0.0750 0.226
F 0.585488 -0.241455 1.534473 3.8421 -6.6596 4.6233 -0.269
F -1.398414 -0.411163 3.491065 0.4621 -0.3375 -1.6710 -0.301
S 0.808855 2.455184 -0.650274 -0.0234 1.5979 -1.5065 0.110
Cl -3.168417 -0.809724 1.665795 0.1693 -0.2553 0.2594 0.008
```
Positions in Å, forces in eV/Å.

For the HOMO energy, the calculation gives -8.576 eV. The calculation puts the LUMO energy at 0.66 eV.

No. 5
C6H7ClO | the ωB97M-V functional and the def2-TZVPD basis

```
15
Properties=species:S:1:pos:R:3:forces:R:3:nbo_charge:R:1
C 1.547155 0.170587 -0.512957 -1.5979 -0.1140 -0.1638 -0.370
C 0.593601 -0.368713 0.618957 0.4968 1.2768 0.3982 -0.426
C -0.877819 -0.171778 0.353718 1.0985 0.6313 -0.4115 -0.122
C -1.589016 1.098398 0.266771 0.5802 0.2967 0.5971 -0.321
C -2.834145 0.806064 -0.143283 -0.5913 0.1887 -0.3302 0.090
C -1.764983 -1.121628 -0.030107 0.5827 0.1224 0.4223 0.098
H 1.353543 1.223129 -0.716334 -0.0225 0.0258 0.2319 0.209
H 1.356328 -0.337098 -1.481994 0.3321 -0.0204 0.7313 0.214
H 0.867352 0.171483 1.571200 -0.1140 -0.6697 -0.8798 0.218
H 0.779241 -1.423170 0.739493 0.2254 -0.3768 0.2189 0.219
H -1.276751 2.094267 0.583569 0.2270 -0.4676 -0.2627 0.231
H -3.763178 1.378353 -0.367500 1.1297 -0.6087 0.3047 0.215
H -1.832933 -2.207753 -0.046893 0.5108 0.4085 -0.1165 0.210
O -2.900507 -0.521825 -0.329786 -2.9923 -0.4932 -0.7520 -0.407
Cl 3.251276 0.046930 -0.056579 0.1350 -0.1999 0.0120 -0.057
```
Positions in Å, forces in eV/Å.

For the HOMO energy, the calculation gives -9.056 eV. As for the SMILES: ClCCc1ccoc1. The calculation puts the LUMO energy at 0.96 eV.

No. 6
C6H7ClO | the ωB97M-V functional and the def2-TZVPD basis

```
15
Properties=species:S:1:pos:R:3:forces:R:3:nbo_charge:R:1
Cl 1.249511 1.047210 -1.818755 0.2560 -0.0188 -0.1967 -0.014
C -0.231738 -1.678598 1.460357 -0.0295 -0.0897 0.0918 -0.216
C -0.926628 -0.508996 1.155147 -0.0910 0.0182 0.0615 -0.196
C 0.923537 -2.002856 0.747782 0.0821 -0.1559 0.0497 -0.202
C -0.475583 0.339025 0.143084 -0.1048 0.2141 -0.0732 -0.243
C 1.387436 -1.166343 -0.266235 0.1542 0.0631 -0.1754 -0.238
C 0.679628 -0.000618 -0.557838 -0.2882 -0.4771 0.5974 -0.030
H -0.591784 -2.341840 2.257913 0.1882 0.3293 -0.4039 0.219
H -1.836433 -0.246726 1.711106 0.4537 -0.1204 -0.2850 0.221
H 1.476235 -2.922167 0.982284 -0.2712 0.4565 -0.1191 0.220
H -1.014116 1.262767 -0.106480 0.2591 -0.5360 0.1893 0.260
H 2.294956 -1.410250 -0.834140 -0.4675 0.1114 0.3032 0.229
O -1.188275 3.045995 -1.324698 0.4411 0.7869 -0.9694 -0.963
H -0.369408 2.698958 -1.745742 -0.7539 0.3210 0.3874 0.478
H -1.377337 3.884440 -1.803784 0.1717 -0.9027 0.5424 0.475
```
Positions in Å, forces in eV/Å.

For the HOMO energy, the calculation gives -9.253 eV. As for the SMILES: Clc1ccccc1.O. The calculation puts the LUMO energy at 0.80 eV.

No. 7
C6H7ErO5 | the ωB97M-V functional and the def2-TZVPD basis

```
19
Properties=species:S:1:pos:R:3:forces:R:3:lowdin_spin:R:1
O -1.472581 -1.606449 -1.067541 1.3667 -0.9290 2.9032 -0.005
Er -0.335352 -2.836621 0.208796 0.3457 2.2021 -2.7857 3.013
O -1.051547 -3.854426 -1.752993 -1.2212 0.6720 -1.3792 -0.002
C -1.718313 -3.140924 -2.444223 1.5424 -1.9599 1.2932 -0.001
C -1.661200 -0.245857 -1.386263 -0.5842 1.1954 -0.3500 0.000
C -0.607433 0.236119 -2.383537 -0.1285 -0.3675 -0.4822 0.000
H -2.653349 -0.158346 -1.854776 0.2943 0.0419 0.1598 0.000
H -1.679962 0.404533 -0.497588 0.0594 -0.4263 -0.0296 0.000
H -0.848559 -0.210500 -3.360109 0.0671 0.4061 0.1921 0.000
H -0.676387 1.331833 -2.459553 -0.0219 -0.3010 -0.1597 0.000
C 0.798874 -0.162141 -2.046266 0.1350 -0.1023 0.3382 0.000
C 1.313662 -0.034695 -0.826698 -0.7257 -0.1140 0.1836 0.000
O 2.645327 -0.355370 -0.589255 0.3233 -0.6229 0.7127 0.000
C 2.916480 -1.559366 -0.114308 2.2019 1.6956 -2.3063 0.000
O 2.090466 -2.418975 0.133964 -3.0871 -1.7246 1.0560 -0.004
O 4.209557 -1.761104 -0.161838 -0.8328 0.1448 0.2536 0.000
H 1.425431 -0.587881 -2.835314 -0.0737 0.2699 0.1776 0.000
H 0.804887 0.402503 0.034209 0.1282 0.1140 -0.1774 0.000
H 4.405995 -2.708179 -0.183527 0.2108 -0.1942 0.4001 0.000
```
Positions in Å, forces in eV/Å.

For the HOMO energy (alpha / beta), the calculation gives -17.642 / -17.645 eV. As for the net charge: +2. Its expectation value of S² is 3.7528. The multiplicity is 4. The calculation puts the LUMO energy (alpha / beta) at -9.98 / -9.89 eV.

No. 8
C6H7F | the ωB97M-V functional and the def2-TZVPD basis

```
14
Properties=species:S:1:pos:R:3:forces:R:3:nbo_charge:R:1
C -1.505942 0.109595 0.015582 0.2917 1.8511 1.2015 0.217
C -0.422766 -0.481744 0.800895 -0.2339 -1.4075 1.1358 -0.257
C 0.609551 -1.167572 -0.042251 1.4351 1.0505 -0.1391 -0.453
C 1.362328 -0.007059 -0.691351 0.5614 0.1401 -0.6340 -0.165
C 0.809902 1.181283 -0.381550 1.1470 -0.6070 -0.8491 -0.212
C -0.350646 1.007884 0.468704 -1.0856 -0.7218 1.1791 -0.301
H -2.441615 0.370821 0.458364 -0.5151 -0.1727 0.4273 0.173
H -0.609390 -0.942881 1.799095 -0.0310 0.8095 -0.7896 0.229
H 0.144488 -1.754133 -0.783457 -0.6657 -0.7677 -1.1711 0.225
H 1.287921 -1.855754 0.447598 0.0873 0.0672 0.5761 0.219
H 2.228714 -0.204259 -1.375699 -0.9635 0.4434 0.7147 0.212
H 1.130351 2.177215 -0.689993 0.0510 -0.4395 -0.1029 0.222
H -0.584039 1.700188 1.252611 -0.1022 0.4637 0.0992 0.221
F -1.658854 -0.133582 -1.278543 0.0236 -0.7094 -1.6477 -0.331
```
Positions in Å, forces in eV/Å.

For the HOMO energy, the calculation gives -8.724 eV. As for the SMILES: F[C@@H]1[C@@H]2C=CC[C@H]12. The calculation puts the LUMO energy at 1.10 eV.

| no. | DFT total energy (eV) |
| --- | --- |
| 1 | -18853.90047 |
| 2 | -73120.21711 |
| 3 | -40748.40114 |
| 4 | -35121.42553 |
| 5 | -20904.57112 |
| 6 | -20905.53327 |
| 7 | -44175.64344 |
| 8 | -9051.12345 |